Below is a molecular structure, C38H68Br10Cl24F12N2O8S4Zn in a non-equilibrium geometry, with properties calculated with wB97M-V/def2-TZVPD.

Atoms and positions in Å:
Zn1 -22.9619 5.4854 -14.4055
C1 -22.8994 1.8120 -15.8760
F1 -23.8033 2.3873 -16.7286
F2 -23.5198 1.1897 -14.8193
F3 -22.1138 0.8910 -16.4510
S1 -21.7450 3.0188 -15.0491
O1 -20.4635 2.3700 -14.9537
O2 -21.8893 4.2988 -15.7907
N1 -22.5788 3.5034 -13.7434
S2 -22.5144 2.8686 -12.1882
O3 -23.5858 3.4648 -11.4661
O4 -22.2535 1.4625 -12.1456
C2 -20.8308 3.5750 -11.4022
F4 -21.2143 4.7183 -10.8698
F5 -20.4544 2.6673 -10.4569
F6 -19.8885 3.7439 -12.3005
C3 -26.2822 7.1211 -16.0727
F7 -26.6507 6.9743 -14.7666
F8 -27.1496 6.4202 -16.7990
F9 -26.4181 8.4321 -16.3544
S3 -24.5816 6.5717 -16.4326
O5 -24.4754 5.2300 -15.7935
O6 -24.4100 6.7641 -17.8131
N2 -23.5584 7.3593 -15.5055
S4 -22.9794 8.9617 -15.6473
O7 -21.5239 8.9010 -15.4226
O8 -23.6783 9.7152 -16.6612
C4 -23.7365 9.6327 -13.9438
F10 -23.6251 10.9259 -14.0785
F11 -25.0371 9.3172 -13.8463
F12 -23.0490 9.1570 -12.9144
Cl1 -22.1234 4.3479 -19.1898
C5 -22.2029 4.1711 -20.9083
C6 -22.9260 5.2911 -21.6578
Cl2 -23.1158 4.9690 -23.3663
H1 -22.6498 3.2163 -21.1321
H2 -21.1697 4.1509 -21.2663
H3 -22.4514 6.2472 -21.4255
H4 -23.9352 5.3597 -21.2946
Cl3 -18.3402 5.8940 -10.1450
C7 -17.3932 6.0116 -8.6416
C8 -16.6575 4.7424 -8.3475
Cl4 -17.6461 3.2253 -8.3286
H5 -18.1339 6.2815 -7.8929
H6 -16.6573 6.8096 -8.7680
H7 -16.2061 4.8782 -7.3556
H8 -15.8897 4.6161 -9.1264
Cl5 -25.8324 -0.4354 -11.6706
C9 -25.6961 0.4032 -10.1860
C10 -24.5534 -0.0700 -9.3121
Cl6 -24.5147 0.8116 -7.7663
H9 -26.6123 0.2176 -9.6275
H10 -25.6827 1.4736 -10.4088
H11 -23.5778 0.0941 -9.7734
H12 -24.6233 -1.1425 -9.0778
Cl7 -20.3603 8.2921 -21.5828
C11 -20.7368 7.8230 -19.9003
C12 -19.4690 7.9132 -19.1150
Cl8 -18.8643 9.5806 -18.8481
H13 -21.0844 6.7910 -19.8710
H14 -21.4793 8.5115 -19.5209
H15 -18.6458 7.4343 -19.6349
H16 -19.5694 7.4085 -18.1379
Cl9 -24.5692 6.4927 -12.4192
C13 -24.2282 6.2443 -10.6449
C14 -25.5257 5.9105 -9.9446
Cl10 -26.7379 7.1585 -10.3270
H17 -23.7114 7.1368 -10.2987
H18 -23.5355 5.4024 -10.5365
H19 -25.3622 5.8813 -8.8709
H20 -25.8701 4.9503 -10.3048
Cl11 -18.6985 5.2427 -15.8479
C15 -18.3496 6.3312 -14.4659
C16 -19.4411 7.3435 -14.2772
Cl12 -20.9454 6.6747 -13.3628
H21 -17.3675 6.7577 -14.6950
H22 -18.2546 5.6812 -13.5925
H23 -19.8592 7.6627 -15.2252
H24 -19.1165 8.1679 -13.6398
Cl13 -25.9231 4.5544 -19.4355
C17 -26.1894 2.9103 -18.8168
C18 -27.6319 2.5184 -18.8144
Cl14 -28.6347 3.5053 -17.6881
H25 -25.7995 2.9092 -17.7890
H26 -25.5754 2.2621 -19.4428
H27 -27.8109 1.4806 -18.5226
H28 -28.0840 2.7438 -19.7745
Cl15 -20.8331 8.5141 -9.2310
C19 -19.5015 9.3873 -10.0643
C20 -19.4696 10.8339 -9.7089
Cl16 -19.0488 11.0284 -7.9692
H29 -19.7381 9.3197 -11.1415
H30 -18.5281 8.9864 -9.7479
H31 -20.4468 11.2851 -9.8686
H32 -18.6869 11.2964 -10.3001
Cl17 -15.8548 1.3100 -14.0272
C21 -16.7788 2.7579 -13.5810
C22 -16.6862 3.0836 -12.1093
Cl18 -15.0578 3.6840 -11.6769
H33 -17.8310 2.6170 -13.8487
H34 -16.3159 3.4972 -14.2517
H35 -16.8155 2.2209 -11.4552
H36 -17.3645 3.8814 -11.7834
Cl19 -22.9551 6.3204 -7.3455
C23 -22.7183 4.5196 -7.3638
C24 -21.3317 4.1581 -6.9003
Cl20 -21.2478 2.3775 -6.7305
H37 -22.9078 4.1584 -8.3708
H38 -23.4821 4.1014 -6.6909
H39 -20.9748 4.6863 -6.0067
H40 -20.5945 4.3413 -7.6848
Cl21 -18.8561 1.0164 -19.7573
C25 -18.7462 2.2565 -18.4986
C26 -17.9475 1.7805 -17.3040
Cl22 -16.2456 1.3535 -17.6941
H41 -19.7286 2.6044 -18.1515
H42 -18.2755 3.0726 -19.0520
H43 -18.3740 0.8332 -16.9462
H44 -17.8857 2.4833 -16.4788
Cl23 -29.3546 1.5467 -8.0321
C27 -27.8522 2.3702 -7.5069
C28 -28.0757 3.8490 -7.1987
Cl24 -26.5120 4.6221 -6.7753
H45 -27.1744 2.2656 -8.3795
H46 -27.4737 1.7926 -6.6443
H47 -28.7904 4.0083 -6.3857
H48 -28.3547 4.3996 -8.1163
Br1 -19.9520 -1.5119 -14.8468
C29 -21.5450 -2.4014 -14.1123
C30 -21.6493 -2.0974 -12.6463
Br2 -23.1136 -3.1220 -12.0142
H49 -21.3857 -3.4901 -14.2620
H50 -22.4388 -2.0385 -14.6360
H51 -21.8904 -1.0720 -12.3935
H52 -20.8270 -2.4991 -12.0578
Br3 -22.7637 0.5777 -19.6075
C31 -22.0888 -1.1728 -19.7328
C32 -22.6047 -1.9165 -18.5388
Br4 -22.0943 -3.7776 -18.7439
H53 -20.9992 -1.1581 -19.7453
H54 -22.4634 -1.6593 -20.6244
H55 -23.6717 -1.9339 -18.4591
H56 -22.1985 -1.5855 -17.5828
Br5 -16.9313 -0.9348 -5.8393
C33 -16.9944 -0.4536 -7.7978
C34 -18.4465 -0.2660 -8.1863
Br6 -18.6194 0.0629 -10.0433
H57 -16.4283 -1.1733 -8.3954
H58 -16.4751 0.4971 -7.7215
H59 -18.9781 0.4785 -7.5643
H60 -18.9057 -1.2427 -8.0699
Br7 -25.7932 -0.2495 -17.4488
C35 -26.7563 -1.9157 -17.4315
C36 -26.8561 -2.6051 -16.0885
Br8 -25.2148 -2.9794 -15.1938
H61 -26.3171 -2.5485 -18.2078
H62 -27.7922 -1.6460 -17.6837
H63 -27.3546 -3.5695 -16.1963
H64 -27.4291 -1.9867 -15.4039
Br9 -26.2267 3.1652 -13.3957
C37 -28.0525 3.0300 -13.9325
C38 -28.8325 2.1826 -12.9804
Br10 -29.1703 3.0331 -11.3107
H65 -28.0303 2.5649 -14.9263
H66 -28.4428 4.0514 -13.9803
H67 -28.3821 1.2357 -12.7353
H68 -29.8289 2.0557 -13.4560

Properties
Energy relative to the best compared isomer or geometry (same formula, charge and spin) (kcal/mol): 0.0
Net charge: 0
LUMO (eV): -0.40
E (Ha): -43555.435686
Kohn-Sham gap (eV): 9.746

Below is 9 unconnected molecules or ions with the total composition C38H68BrN12O6 in a non-equilibrium geometry, with properties calculated with wB97M-V/def2-TZVPD.

Atoms and positions in Å:
C1 17.7366 15.9843 14.3246
C2 16.8425 17.1552 14.5275
N1 16.1107 17.1839 15.7981
C3 15.2798 16.1605 16.1722
C4 14.6816 16.5436 17.3529
N2 15.0656 17.7869 17.5736
C5 15.9432 18.2183 16.6205
C6 14.7321 18.6034 18.7033
H1 18.3752 16.2069 13.4935
H2 17.2625 15.0668 14.2087
H3 18.4663 15.8389 15.0894
H4 16.0669 17.2564 13.7309
H5 17.5192 18.0334 14.5089
H6 15.3455 15.1541 15.7022
H7 13.9681 16.0185 17.9181
H8 16.5258 19.1238 16.6741
H9 13.6492 18.6979 18.8227
H10 15.2523 19.5897 18.7232
H11 15.1222 18.1213 19.5861
C7 17.9706 12.9626 10.0758
C8 18.2089 13.0609 11.5578
N3 18.7983 11.7836 12.1576
C9 19.9998 11.1606 11.9662
C10 20.0026 10.0167 12.6713
N4 18.7940 9.8903 13.2687
C11 18.0749 11.0111 13.0094
C12 18.3459 8.7083 14.0146
H12 17.3255 12.1392 9.7613
H13 18.9734 12.8440 9.5567
H14 17.6463 13.9248 9.7075
H15 17.3228 13.1860 12.1314
H16 18.9257 13.8661 11.7307
H17 20.6852 11.6630 11.3331
H18 20.7715 9.2626 12.7019
H19 17.0198 11.1187 13.3013
H20 18.5780 8.8196 15.0629
H21 19.0623 7.9293 13.6801
H22 17.3143 8.3912 13.8717
C13 9.7406 7.0516 21.1837
C14 9.1998 6.8747 19.7813
N5 9.6865 8.0053 18.9396
C15 9.0645 9.1960 18.8317
C16 9.8457 9.9818 18.0099
N6 10.9468 9.2652 17.6547
C17 10.7727 8.0449 18.1856
C18 11.8628 9.4444 16.4986
H23 9.1350 6.3689 21.8235
H24 9.6649 8.0407 21.5675
H25 10.7314 6.6490 21.1094
H26 8.1431 6.9899 19.6076
H27 9.5089 5.9998 19.2068
H28 8.0915 9.4489 19.2527
H29 9.7900 11.0069 17.6523
H30 11.3646 7.1994 17.8830
H31 12.5078 10.2979 16.6925
H32 11.2419 9.6722 15.5844
H33 12.5048 8.5803 16.4289
C19 14.7339 9.8701 9.1983
C20 15.7556 9.3721 10.1512
N7 16.3579 8.0786 9.7813
C21 16.4620 7.4549 8.5548
C22 17.2871 6.4147 8.7270
N8 17.7880 6.4550 10.0248
C23 17.1708 7.4909 10.6302
C24 18.5111 5.4414 10.7863
H34 14.5328 10.9143 9.5697
H35 13.8682 9.2646 9.0731
H36 15.2017 10.0229 8.2388
H37 15.3917 9.1055 11.1620
H38 16.5047 10.1523 10.2780
H39 15.9013 7.7794 7.6418
H40 17.7091 5.6500 8.1415
H41 17.2015 7.6404 11.6870
H42 17.8913 4.9717 11.5199
H43 19.3926 5.9275 11.2198
H44 18.7950 4.6508 10.0798
C25 8.1894 14.8984 11.0756
C26 8.8862 16.2044 11.3961
N9 10.3087 16.0284 11.6437
C27 10.8934 15.0388 12.5043
C28 12.2133 15.1078 12.2656
N10 12.3990 16.0187 11.2346
C29 11.2815 16.5911 10.9289
C30 13.7198 16.2103 10.6671
H45 8.2838 14.1685 11.9244
H46 8.5833 14.4408 10.2079
H47 7.1239 15.1068 10.9945
H48 8.4476 16.6730 12.2741
H49 8.7652 17.0132 10.6338
H50 10.4042 14.4101 13.2623
H51 12.9803 14.7629 12.9333
H52 11.2900 17.3557 10.1619
H53 13.6439 17.0966 9.9030
H54 14.0294 15.2804 10.2550
H55 14.4300 16.6407 11.3739
C31 11.1530 12.2538 9.7888
C32 11.5560 11.6935 11.1401
N11 11.3870 10.1690 11.1261
C33 11.4925 9.2779 10.0592
C34 11.2024 8.0693 10.5201
N12 10.9110 8.1708 11.8711
C35 11.0768 9.4419 12.2231
C36 10.7153 7.0511 12.7760
H56 11.3752 13.3017 9.8776
H57 10.0839 12.1981 9.5957
H58 11.7519 11.9180 8.9522
H59 10.9897 12.1104 12.0094
H60 12.6279 11.9180 11.3301
H61 11.6672 9.5876 9.0214
H62 11.2832 7.1217 9.9976
H63 10.8524 9.8025 13.2410
H64 10.4984 7.3653 13.7892
H65 11.7017 6.5637 12.7980
H66 9.9851 6.3271 12.4199
Br1 14.1890 8.1594 12.8018
O1 8.5635 12.4956 13.7902
C37 9.6913 11.8396 14.1435
O2 10.6848 12.5992 14.1482
O3 9.6124 10.5995 14.4303
H67 7.9099 11.7941 13.9832
O4 15.0669 12.1063 13.6234
C38 14.9912 13.3163 12.9057
O5 14.9132 13.1025 11.6598
O6 15.0443 14.3644 13.5667
H68 14.5794 11.4621 13.0301

Properties
Energy relative to the best compared isomer or geometry (same formula, charge and spin) (kcal/mol): 0.8
Net charge: +3
LUMO (eV): -5.12
E (Ha): -5170.522286
Kohn-Sham gap (eV): 8.347

Below is 9 unconnected molecules or ions with the total composition C38H68ClN2O33S8 in a non-equilibrium geometry, with properties calculated with wB97M-V/def2-TZVPD.

Atoms and positions in Å:
C1 -1.2730 -7.0810 5.8643
C2 -2.5583 -6.2630 6.4731
C3 -3.9659 -6.7854 5.7359
C4 -5.1730 -5.6832 5.8609
C5 -5.0941 -5.0596 7.3857
C6 -5.2196 -4.5618 4.6661
C7 -3.9052 -4.5911 3.6868
C8 -3.8517 -3.4044 2.5567
C9 -2.3239 -3.4900 1.8816
N1 -1.3981 -2.3928 2.4107
C10 -1.6543 -1.1054 1.6587
C11 -0.8462 0.2043 2.2236
C12 -1.4749 1.6987 1.8549
C13 -0.7494 3.1325 2.3155
C14 0.6485 3.0769 3.1714
C15 1.2771 1.6168 3.5813
C16 0.5334 0.1957 3.1106
O1 1.1607 -1.0739 3.5162
C17 -5.6491 -3.1813 5.4389
N2 -7.0145 -2.9165 5.6052
C18 -7.6388 -1.7274 6.3231
Cl1 -6.3751 -0.7165 7.2958
C19 -8.5397 -0.7499 5.3636
C20 -10.0790 -1.3592 5.3633
C21 -7.7206 -4.0937 4.9015
C22 -6.6623 -4.9257 3.9122
H1 -1.4341 -8.2314 6.0757
H2 -1.2382 -6.8395 4.7064
H3 -0.2810 -6.6938 6.3996
H4 -2.3620 -5.1111 6.2929
H5 -2.6376 -6.3812 7.6581
H6 -4.3063 -7.7237 6.3908
H7 -3.7834 -7.2045 4.6562
H8 -6.1959 -6.2966 5.8193
H9 -4.8663 -5.9894 8.0989
H10 -4.2195 -4.3011 7.5571
H11 -6.1464 -4.6462 7.7644
H12 -3.9642 -5.6204 3.0849
H13 -2.8727 -4.5913 4.2385
H14 -4.5882 -3.5847 1.6349
H15 -3.9866 -2.3256 3.0072
H16 -1.7911 -4.5153 2.1791
H17 -2.3533 -3.4826 0.7028
H18 -1.4901 -2.2896 3.4449
H19 -1.2776 -1.2828 0.5398
H20 -2.8144 -0.8916 1.7091
H21 -2.4758 1.7173 1.2219
H22 -1.2965 4.1317 1.9915
H23 1.1565 4.1062 3.4569
H24 2.2927 1.6004 4.2005
H25 2.0741 -0.8557 3.9048
H26 -4.7529 -2.5187 5.8131
H27 -8.3770 -2.1538 7.1569
H28 -8.1031 -0.5660 4.2934
H29 -8.6134 0.3188 5.8824
H30 -10.5429 -1.1607 6.4366
H31 -10.7684 -0.8268 4.5760
H32 -10.0415 -2.5349 5.2389
H33 -8.4645 -3.6595 4.0759
H34 -8.4242 -4.7777 5.5482
H35 -6.6608 -4.5679 2.7736
H36 -6.9012 -6.0852 3.7674
C23 1.1074 3.3667 -0.8517
C24 2.4038 2.7958 -0.2832
O2 3.4077 3.1242 -1.2408
S1 3.0201 4.5409 -1.9501
O3 3.7541 5.5944 -1.2848
O4 3.0357 4.3541 -3.3823
O5 1.4692 4.6091 -1.4523
H37 0.6996 2.7168 -1.6326
H38 0.3510 3.5232 -0.0780
H39 2.3524 1.7147 -0.1336
H40 2.6671 3.2817 0.6623
C25 6.6263 4.5262 -3.5204
C26 6.0764 3.1104 -3.6715
O6 6.8513 2.5181 -4.7114
S2 8.3590 3.1389 -4.6680
O7 9.2053 2.2183 -3.9416
O8 8.6858 3.6378 -5.9835
O9 8.0371 4.4080 -3.6966
H41 6.2392 5.1851 -4.3043
H42 6.3990 4.9550 -2.5407
H43 5.0146 3.1012 -3.9287
H44 6.2344 2.5268 -2.7584
C27 2.8119 3.7788 -6.5836
C28 2.0161 5.0196 -6.9798
O10 1.5212 4.7435 -8.2881
S3 1.2453 3.1416 -8.4231
O11 -0.1606 2.9040 -8.1818
O12 1.9358 2.6562 -9.5952
O13 2.0747 2.6722 -7.1003
H45 3.8008 3.7783 -7.0531
H46 2.9244 3.6893 -5.4998
H47 2.6289 5.9242 -6.9823
H48 1.1563 5.1646 -6.3172
C29 8.0292 -0.6408 -5.8577
C30 9.4209 -0.2634 -6.3582
O14 10.1554 -1.4852 -6.3750
S4 9.1350 -2.7123 -6.7118
O15 9.2283 -3.0016 -8.1256
O16 9.2825 -3.7228 -5.6903
O17 7.7421 -1.9072 -6.4484
H49 8.0212 -0.7627 -4.7698
H50 7.2733 0.0946 -6.1461
H51 9.9098 0.4717 -5.7146
H52 9.3804 0.1204 -7.3831
C31 -3.7501 1.2122 -7.8290
C32 -2.4613 0.5443 -8.3009
O18 -2.4608 -0.7420 -7.6857
S5 -4.0010 -1.2560 -7.5311
O19 -4.2973 -2.1337 -8.6415
O20 -4.2225 -1.6278 -6.1530
O21 -4.7303 0.1759 -7.8061
H53 -3.6425 1.6018 -6.8115
H54 -4.0645 2.0198 -8.4955
H55 -1.5707 1.1089 -8.0149
H56 -2.4671 0.3994 -9.3864
C33 2.3263 8.7295 -2.1691
C34 1.5305 9.9703 -2.5653
O22 1.0356 9.6942 -3.8736
S6 0.7597 8.0923 -4.0085
O23 -0.6462 7.8547 -3.7673
O24 1.4502 7.6069 -5.1807
O25 1.5891 7.6228 -2.6858
H57 3.3153 8.7290 -2.6386
H58 2.4389 8.6400 -1.0853
H59 2.1433 10.8748 -2.5677
H60 0.6708 10.1153 -1.9026
C35 7.5258 -3.1498 -2.8269
C36 6.4053 -3.8417 -3.5984
O26 5.3045 -3.8911 -2.6937
S7 5.3574 -2.5814 -1.7229
O27 4.4631 -1.5822 -2.2640
O28 5.3012 -3.0276 -0.3502
O29 6.8874 -2.1303 -2.0599
H61 8.0133 -3.8428 -2.1335
H62 8.2763 -2.7134 -3.4915
H63 6.6827 -4.8473 -3.9234
H64 6.1014 -3.2494 -4.4679
C37 -2.9399 1.0123 6.9191
C38 -2.5144 0.5509 8.3105
O30 -1.6733 -0.5786 8.0880
S8 -0.8768 -0.3768 6.6790
O31 0.4374 0.1489 6.9749
O32 -1.0901 -1.5485 5.8617
O33 -1.7905 0.8391 6.0920
H65 -3.7426 0.3820 6.5232
H66 -3.2614 2.0573 6.9111
H67 -3.3666 0.2795 8.9380
H68 -1.9206 1.3197 8.8162

Properties
Net charge: +1
LUMO (eV): -4.32
E (Ha): -7725.844394
Kohn-Sham gap (eV): 5.825